Version i
The following is a quantum chemistry calculation of an isolated molecule of CH4S2, from the OMol25 dataset.

Summary:
SMILES ... CSS
Lowest unoccupied orbital energy ... 0.51 eV

Structure (ORCA input):
```
! wB97M-V def2-TZVPD RIJCOSX def2/J DEFGRID3
* xyz 0 1
C -0.71290 -0.70968 -0.48227
S 0.93336 0.76552 -0.71836
S 1.71674 0.69998 1.14181
H -0.41094 -1.71119 -0.75372
H -1.35373 -0.17592 -1.27346
H -0.99318 -0.49184 0.55239
H 0.82066 1.62314 1.53360
*
```

---

Version ii
The following is a quantum chemistry calculation of a structure of composition CH4S2, from the OMol25 dataset.

Summary:
Lowest unoccupied orbital energy ... -2.14 eV

Structure (ORCA input):
```
! wB97M-V def2-TZVPD RIJCOSX def2/J DEFGRID3
* xyz 0 1
C 0.99724 -0.18571 0.23136
S -2.47151 0.66982 0.06290
S -0.45937 -1.15838 -0.15125
H 1.62032 -0.56745 1.03579
H 0.73248 0.78001 0.61804
H 1.57463 -0.18957 -0.58411
H -1.99380 0.65128 -1.21273
*
```

---

Most stable = version i

---

Version i
The following is a quantum chemistry calculation of a cluster of 2 separate species, C4H8 in total, from the OMol25 dataset.

Summary:
SMILES ... C=C.C=C
Lowest unoccupied orbital energy ... 1.07 eV

Structure (ORCA input):
```
! wB97M-V def2-TZVPD RIJCOSX def2/J DEFGRID3
* xyz 0 1
C 1.78127 -0.00263 2.25666
C 2.30677 0.39128 3.44904
H 2.34658 -0.05163 1.30329
H 0.76611 -0.33154 2.18284
H 2.91778 1.24024 3.51153
H 2.03623 -0.12142 4.36102
C -2.19663 -0.20071 -2.17098
C -1.94229 -0.06150 -3.47367
H -2.99670 -0.76195 -1.77855
H -1.34604 -0.07598 -1.48987
H -2.46499 -0.57652 -4.27370
H -1.20810 0.55238 -3.87760
*
```

---

Version ii
The following is a quantum chemistry calculation of a cluster of 2 separate species, C4H8 in total, from the OMol25 dataset.

Summary:
Lowest unoccupied orbital energy ... -1.43 eV

Structure (ORCA input):
```
! wB97M-V def2-TZVPD RIJCOSX def2/J DEFGRID3
* xyz 0 1
C 0.65041 0.85085 1.99712
C -0.05641 -0.10871 1.19169
C 0.28748 -1.44239 0.96221
C -1.38476 0.40924 1.16697
H 0.84605 1.82985 1.58823
H 0.50638 0.93610 3.06406
H 0.97976 -0.42229 -6.88320
H -0.45868 -2.14323 0.60931
H 1.34819 -1.55057 0.76558
H -2.03384 0.10865 0.35494
H 0.95653 0.19280 -6.49171
H -1.64110 1.33970 1.67480
*
```

---

Version iii
The following is a quantum chemistry calculation of an isolated molecule of C4H8, from the OMol25 dataset.

Summary:
SMILES ... CC1CC1
Lowest unoccupied orbital energy ... 1.33 eV

Structure (ORCA input):
```
! wB97M-V def2-TZVPD RIJCOSX def2/J DEFGRID3
* xyz 0 1
C -1.18322 0.80717 -0.10054
C 0.28850 0.50116 0.23735
C 0.96021 -0.49954 -0.68307
C 0.61979 -0.89601 0.73413
H -1.70897 1.44315 0.63498
H -1.72857 -0.12647 -0.17809
H -1.25585 1.36722 -1.04352
H 0.52723 1.49001 0.58313
H 2.00827 -0.54553 -0.99601
H 0.29189 -0.83036 -1.47323
H 1.44380 -1.20412 1.38722
H -0.26307 -1.50668 0.89765
*
```

---

Most stable = version iii

---

Version i
The following is a quantum chemistry calculation of an isolated molecule of C4H8, from the OMol25 dataset.

Summary:
SMILES ... C=C(C)C
Lowest unoccupied orbital energy ... 1.07 eV

Structure (ORCA input):
```
! wB97M-V def2-TZVPD RIJCOSX def2/J DEFGRID3
* xyz 0 1
C -0.74559 -0.81030 -0.90629
C -0.05355 -0.03298 -0.05635
C 0.51543 1.31230 -0.50012
C 0.16447 -0.60597 1.37029
H -1.17529 -0.38357 -1.88452
H -1.04249 -1.77180 -0.38308
H -0.05588 2.04978 -1.36430
H 0.84559 1.96534 0.32350
H 1.48062 1.08432 -1.15977
H 0.70659 0.20147 1.86084
H -0.81833 -0.72745 1.87360
H 0.77461 -1.59639 1.28858
*
```

---

Version ii
The following is a quantum chemistry calculation of an isolated molecule of C4H8, from the OMol25 dataset.

Summary:
Lowest unoccupied orbital energy (alpha / beta) ... 0.92 / 0.50 eV

Structure (ORCA input):
```
! wB97M-V def2-TZVPD RIJCOSX def2/J DEFGRID3
* xyz 0 1
C 1.39553 -0.57423 -0.22209
C 0.63740 0.36774 0.63491
C -1.50402 -0.09672 -0.57222
C -0.76882 0.73198 0.35233
H 2.47934 -0.42276 -0.11966
H 1.07303 -0.44606 -1.27144
H 1.21722 -1.63972 0.00274
H 1.01419 0.52807 1.64847
H -1.34691 -1.17103 -0.59486
H -2.07413 0.32907 -1.39462
H -1.21675 0.58401 1.36545
H -0.90609 1.80964 0.17098
*
```

---

Most stable = version i

---

Version i
The following is a quantum chemistry calculation of the ion C3H10N2O with charge -1, from the OMol25 dataset.

Summary:
Lowest unoccupied orbital energy (alpha / beta) ... 3.57 / 4.01 eV

Structure (ORCA input):
```
! wB97M-V def2-TZVPD RIJCOSX def2/J DEFGRID3
* xyz -1 2
C -0.39940 -0.62893 -0.83576
N -0.16642 0.82889 -1.02210
C 1.25440 1.26706 -0.76950
O 1.35864 1.51343 0.62253
C -0.41761 -1.07492 0.67042
N -1.66155 -1.72980 1.03970
H 0.41736 -1.16774 -1.34918
H -1.34663 -0.90050 -1.28060
H -0.80906 1.21229 -0.33541
H 2.04784 0.61737 -1.15264
H 1.17667 2.21414 -1.30624
H 2.06971 1.06104 1.08504
H 0.51406 -1.55884 0.94578
H -0.30429 -0.16566 1.29031
H -2.33210 -1.21343 1.59552
H -1.71911 -2.73499 1.10127
*
```

---

Version ii
The following is a quantum chemistry calculation of a cluster of 3 separate species, C3H10N2O in total, from the OMol25 dataset.

Summary:
Lowest unoccupied orbital energy (alpha / beta) ... 3.22 / 3.20 eV

Structure (ORCA input):
```
! wB97M-V def2-TZVPD RIJCOSX def2/J DEFGRID3
* xyz -1 2
C -1.44828 0.78960 -3.28396
C -0.07840 -0.65300 -2.01812
N -0.99135 0.18516 -2.05516
H -1.64473 1.93885 -3.10155
H -0.57165 0.81483 -3.98361
H -2.24312 0.23430 -3.83567
H 0.24015 -1.03666 -0.96107
H 0.05158 -1.46906 -2.85075
H -0.29664 -0.39969 2.66786
N -0.88049 -1.21531 2.60180
C 2.45148 1.00392 2.94074
O 2.99530 0.77857 1.85735
H -1.89641 -0.49071 2.52380
H -0.44246 -2.26118 2.36624
H 3.15475 1.29628 3.73969
H 1.60027 0.48410 3.39242
*
```

---

Most stable = version i

---

Version i
The following is a quantum chemistry calculation of a cluster of 2 separate species, C7H10N2 in total, from the OMol25 dataset.

Summary:
SMILES ... C#CCC1=NN1.C=CC
Lowest unoccupied orbital energy ... 0.86 eV

Structure (ORCA input):
```
! wB97M-V def2-TZVPD RIJCOSX def2/J DEFGRID3
* xyz 0 1
C -2.31936 1.61519 -0.82969
C -2.20140 0.77970 -0.01361
C -1.84114 -0.14552 1.03623
C -0.86169 -1.13963 0.54567
N 0.10471 -1.90255 0.77329
N -0.79430 -2.02458 -0.49965
H -2.33241 2.26823 -1.74616
H -1.56977 0.19866 2.06433
H -2.76195 -0.66583 1.25330
H -0.36806 -1.61562 -1.32982
C 1.28893 1.12471 0.92459
C 1.14041 0.59522 -0.25022
C 2.26102 -0.36110 -0.84839
H 2.20538 1.15042 1.49541
H 0.31898 1.63998 1.16833
H 0.32049 0.61551 -0.89414
H 2.76546 0.07568 -1.59702
H 1.70151 -1.30355 -1.16481
H 2.94320 -0.90493 -0.08765
*
```

---

Version ii
The following is a quantum chemistry calculation of a structure of composition C7H10N2, from the OMol25 dataset.

Summary:
Lowest unoccupied orbital energy ... 0.98 eV

Structure (ORCA input):
```
! wB97M-V def2-TZVPD RIJCOSX def2/J DEFGRID3
* xyz 0 1
C -1.94197 -0.96731 -1.95228
C -1.45476 -0.24847 -1.15291
C 1.12294 -0.87558 1.04658
C -0.56638 0.45619 -0.32474
C -0.32923 -0.38974 1.36402
C -0.48063 0.69513 2.41787
C 1.36246 0.27250 -2.09338
N 1.66053 -0.37178 0.02206
N 0.92598 0.39976 -0.75203
H -2.65487 -1.46280 -2.48980
H 1.74186 -1.47777 1.69791
H -0.80941 1.44486 -0.10865
H -1.14203 -1.09404 1.47437
H 0.31848 1.56356 2.48283
H -0.67655 0.15529 3.33367
H -1.47466 1.02517 2.33515
H 1.22163 -0.68802 -2.60633
H 0.79446 1.00105 -2.61757
H 2.38215 0.56200 -2.07678
*
```

---

Most stable = version ii

---

Version i
The following is a quantum chemistry calculation of an isolated molecule of FNO3S, from the OMol25 dataset.

Summary:
Lowest unoccupied orbital energy ... -2.16 eV

Structure (ORCA input):
```
! wB97M-V def2-TZVPD RIJCOSX def2/J DEFGRID3
* xyz 0 1
N -1.72108 0.27764 0.44115
O -0.31282 0.14448 -0.40499
O -2.51164 0.53181 -0.32706
O 1.57381 -1.59004 0.11131
F 1.72780 0.79141 0.75428
S 1.24394 -0.15530 -0.57469
*
```

---

Version ii
The following is a quantum chemistry calculation of an isolated molecule of FNO3S, from the OMol25 dataset.

Summary:
Lowest unoccupied orbital energy ... -0.32 eV

Structure (ORCA input):
```
! wB97M-V def2-TZVPD RIJCOSX def2/J DEFGRID3
* xyz 0 1
N 0.08783 -1.42310 0.29794
O -0.52978 -2.08525 1.09207
O -0.12279 -0.06915 0.37436
O 1.34702 1.96729 -0.35177
F -0.81869 1.55961 -1.26925
S 0.63978 0.90783 -0.94275
*
```

---

Most stable = version ii